1.
{
  "formula": "C10H16",
  "method": "wB97M-V/def2-TZVPD",
  "symbols": ["H", "H", "C", "H", "H", "H", "C", "C", "H", "C", "H", "H", "H", "H", "H", "C", "C", "H", "C", "H", "H", "C", "H", "C", "H", "C"],
  "positions_angstrom": [[-0.5534, -0.4181, 1.6423], [-1.6346, 3.7283, 1.8081], [-0.8699, 3.1323, 1.3170], [1.9241, 0.2307, -2.3085], [-2.4912, -2.2292, 0.1831], [-1.3388, 3.9413, -0.7132], [-2.0732, -1.2660, 0.4718], [1.0052, -2.7475, -0.1169], [-0.0069, 3.0393, 1.9769], [0.9045, -0.3951, -0.4894], [-1.8960, -0.7833, -0.4871], [0.7671, -3.5427, 0.5836], [-1.2430, 2.1031, 1.2775], [2.7351, -1.9397, -2.8910], [2.3553, -3.8812, -1.2944], [1.6736, -0.5761, -1.6295], [-0.6913, -1.3987, 1.1923], [0.5353, 0.5953, -0.2409], [2.1727, -1.8219, -1.9750], [0.2494, 3.1284, -0.5795], [-0.6521, -2.1245, 2.0006], [-0.5182, 3.6940, -0.0463], [0.0068, 4.6368, 0.1364], [0.4444, -1.5023, 0.2070], [-2.6602, -0.6769, 1.1691], [1.8552, -2.9265, -1.1938]],
  "atomic_forces_ev_per_a": [[0.027, 0.109, 0.473], [0.017, 0.095, 0.108], [-0.314, -0.942, 0.005], [-0.070, 0.288, 0.334], [-0.281, -0.069, 0.481], [-0.238, -0.351, 0.087], [1.350, -0.612, 0.278], [-0.418, 0.269, 0.637], [0.125, 0.402, -0.070], [-0.694, 0.141, -0.535], [-0.185, 0.555, 0.167], [0.009, -0.299, -0.383], [-0.233, 0.095, -0.230], [0.205, 0.028, 0.077], [-0.167, -0.046, -0.416], [0.588, -0.043, -0.325], [0.191, 1.191, -0.600], [-0.002, -0.016, 0.016], [-0.432, -0.323, -0.207], [-0.345, -0.392, -0.037], [-0.113, -0.266, -0.170], [1.165, 0.849, 0.223], [-0.170, 0.207, -0.098], [0.324, -0.942, -0.119], [-0.736, -0.140, -0.463], [0.397, 0.214, 0.768]],
  "smiles": "CCc1ccccc1.CC",
  "charge": 0,
  "e_lumo_ev": 0.98
}



2.
{
  "formula": "C5H42N2O14",
  "method": "wB97M-V/def2-TZVPD",
  "symbols": ["H", "H", "O", "C", "H", "H", "O", "H", "O", "O", "H", "O", "H", "H", "H", "C", "H", "H", "O", "H", "C", "H", "H", "H", "H", "H", "C", "H", "H", "H", "H", "H", "H", "H", "O", "O", "H", "O", "H", "H", "O", "H", "H", "H", "H", "C", "H", "H", "H", "H", "O", "H", "O", "H", "N", "O", "H", "O", "H", "H", "H", "H", "N"],
  "positions_angstrom": [[2.3224, 0.0344, 0.8463], [1.8803, 3.0212, -3.4084], [1.5839, 2.9743, -0.5353], [1.5582, -0.7595, 0.9458], [2.0846, -1.7339, 1.2004], [0.1014, 3.2248, 1.5403], [2.7496, -0.2095, -2.8811], [-3.3282, -1.1768, 2.5655], [-1.2168, -4.5795, 0.4264], [3.3702, -3.2448, -3.1245], [-2.2635, -2.9347, -2.4621], [-1.3807, -2.8192, -2.1122], [-1.4819, -0.9198, 1.5729], [1.0199, -0.1101, 2.6969], [3.8687, 2.3363, 0.5248], [-0.7961, -0.0023, 1.7817], [2.7930, -3.3439, -2.3643], [-4.0822, -2.1709, -1.3140], [-4.4606, 0.7944, -0.2577], [-4.4670, -2.0883, 2.1400], [-1.4065, 0.8117, 2.9170], [-1.2195, 0.2478, 3.8752], [-4.6833, 1.2621, -1.0713], [-3.8667, 0.1135, -0.6416], [0.0635, 2.2456, 3.7478], [4.6018, -0.9330, 0.2367], [-0.8905, 3.2111, 2.0578], [-3.3596, -2.4088, 0.0957], [1.2378, -0.8523, -0.0879], [-0.8923, 4.1848, -2.2031], [-1.7619, -3.8273, 0.1879], [5.1497, 1.5340, -0.1647], [-2.7992, 2.6884, 1.7136], [-0.9265, 4.2440, 2.4507], [0.3121, -3.8544, 3.0777], [-0.5660, 3.4062, -2.6945], [1.2928, 3.1684, -1.4170], [2.4464, 2.2927, -3.1416], [1.0088, 0.1886, -2.7623], [-1.3128, 3.0804, -3.2042], [0.0965, -0.1227, -2.7466], [-0.9045, 0.5389, 0.8283], [-0.7040, -4.7994, -0.3628], [-1.4735, 2.7345, 4.0528], [4.2498, -1.7227, -1.0749], [-0.9376, 2.2118, 3.2195], [3.3205, -2.3212, -3.3749], [-0.1094, -4.0254, 2.2048], [-0.0298, -0.9189, -3.2685], [1.0138, 2.4180, -0.0095], [-3.5282, -1.9357, 2.0016], [-1.2815, -2.0073, -1.6133], [4.3557, 1.5298, 0.3605], [0.5542, -2.9460, 2.8320], [-2.0372, 3.0376, 1.1250], [4.0008, -0.9723, -0.5130], [3.3201, 0.3210, -3.4473], [-3.2962, -2.0439, -0.7784], [-1.8913, 2.4129, 0.3139], [1.9732, 1.4430, -3.2311], [-2.4673, 0.8800, 2.7123], [2.9711, -0.1769, -1.9442], [0.5210, -0.6308, 1.9608]],
  "atomic_forces_ev_per_a": [[-0.431, -0.072, 0.669], [-0.299, -0.223, -0.264], [1.380, 0.579, 1.394], [0.867, -1.254, -0.489], [-0.285, 1.223, -0.541], [-0.933, -0.410, 0.075], [-0.419, -1.026, -0.917], [0.133, -0.125, -0.170], [0.272, -0.318, 0.321], [0.388, -0.344, 0.085], [0.030, 0.527, 0.431], [1.761, -1.017, -0.963], [0.755, 1.632, 0.530], [-0.622, -0.453, -0.073], [0.540, 0.559, -0.750], [-1.077, -2.028, -2.033], [-0.212, 0.060, 0.003], [-0.311, -0.306, 0.580], [0.624, -0.517, -0.966], [-0.122, -0.059, 0.067], [0.734, -0.920, 1.461], [-0.626, 0.202, -0.832], [-0.303, 0.391, 0.259], [-0.233, 0.038, 0.838], [-0.502, -0.468, -0.912], [-0.055, 0.031, -0.053], [0.330, 0.263, -0.883], [-0.731, -0.032, 0.873], [-0.762, -0.262, -0.045], [0.115, -0.573, -0.342], [0.117, 0.069, -0.366], [-0.053, 1.065, -0.274], [0.076, 0.092, -0.908], [-0.167, -0.422, 0.024], [-0.293, 0.653, -1.585], [0.008, 0.660, 0.378], [-0.749, -0.604, -0.339], [0.175, -0.021, -0.306], [-0.114, -1.076, -0.217], [-0.011, -0.048, 0.021], [-1.260, 0.605, 0.501], [0.450, 0.218, 0.142], [-0.258, 0.293, 0.066], [-0.567, -0.951, -0.699], [0.178, 0.050, 0.399], [1.955, 1.857, 1.328], [-0.276, 0.386, 0.028], [-0.089, -0.847, 0.683], [0.570, -0.040, -0.067], [-0.604, -0.147, -0.642], [-0.199, -0.042, 0.215], [-0.668, 0.162, -0.129], [-0.526, -1.394, 1.045], [0.264, 0.303, 0.800], [0.300, 0.106, 0.231], [0.048, -0.542, -0.779], [0.480, 0.066, 0.703], [-0.050, 1.040, -0.932], [-0.034, 0.381, 1.085], [0.045, 1.301, -0.012], [-0.373, -0.331, 0.083], [0.841, 0.454, 0.309], [0.778, 1.604, 1.867]],
  "charge": 0,
  "e_lumo_ev": -0.07
}



| no. | HOMO-LUMO gap (eV) |
| --- | --- |
| 1 | 9.917 |
| 2 | 8.499 |